Record 1
11
Properties=species:S:1:pos:R:3:forces:R:3:mulliken_charge:R:1 method="wB97M-V/def2-TZVPD" charge=0 orbital_gap_ha=0.4031 de_lowest_ev=3.922 smiles="[H]/N=C/O[C@@H]1CO1"
N -0.075779 -1.452078 1.461568 -0.2 -0.1 -0.3 -0.61
C -0.328991 -1.325237 0.240971 0.4 -0.6 0.5 0.25
O -0.929139 0.753732 -0.650197 0.9 0.0 -1.6 -0.48
C 0.121429 1.451753 -0.056409 0.8 0.6 0.5 -0.32
C 0.675662 0.384797 -0.849414 -0.8 0.2 -0.4 0.01
O 0.728801 -0.924743 -0.570804 0.2 -0.2 0.5 -0.38
H -0.870741 -1.845983 1.949232 -0.2 0.0 0.1 0.25
H -1.233821 -1.552087 -0.329174 0.3 -0.1 0.3 0.37
H 0.248280 1.500219 1.018852 -0.4 -0.1 0.2 0.27
H 0.242766 2.400820 -0.581636 0.4 0.3 0.5 0.26
H 1.421533 0.608806 -1.632988 -1.3 0.0 -0.4 0.37



Record 2
41
Properties=species:S:1:pos:R:3:forces:R:3:mulliken_charge:R:1 method="wB97M-V/def2-TZVPD" charge=-1 orbital_gap_ha=0.2633 de_lowest_ev=9.720
Cl 1.460880 -0.048351 0.767925 9.4 -4.0 4.3 -0.69
N -0.281950 1.410289 1.112215 -8.2 4.1 3.4 0.39
C -1.559190 1.279299 0.527075 1.1 1.2 1.8 0.15
C -2.493160 1.854759 1.394245 0.0 0.9 -1.8 -1.18
C -1.819140 2.515669 2.462485 1.2 -2.4 -0.5 -0.66
C -0.503510 2.040699 2.343535 -0.2 1.2 -0.7 -0.48
H 0.599810 1.079709 0.747085 -1.8 1.1 1.7 -0.39
H -1.555470 0.864409 -0.470055 -1.2 0.6 0.6 0.35
H -3.487230 2.081729 1.038285 -0.3 -0.3 0.2 0.33
H -2.221620 3.023689 3.326385 -0.1 -0.1 -0.1 0.40
H 0.224050 2.248319 3.114215 0.6 -0.3 -0.5 0.35
N -0.103910 -0.226281 -1.041195 -2.7 -1.4 -3.8 0.13
C -0.778800 -1.284291 -0.515165 0.2 0.3 -0.6 0.09
C -1.797630 -1.597641 -1.399865 0.3 -1.7 2.0 -0.64
C -1.695480 -0.767281 -2.475945 -0.7 1.8 -1.8 -0.79
C -0.705700 0.157469 -2.224615 1.0 -0.8 0.4 -0.30
H 0.663020 0.250409 -0.588785 -0.7 -0.9 -1.3 -0.03
H -0.480310 -1.733761 0.420405 -0.3 1.7 -1.6 0.22
H -2.558540 -2.352871 -1.269335 0.1 -0.2 0.1 0.42
H -2.376870 -0.819811 -3.312225 0.1 0.3 -0.2 0.40
H -0.307140 1.053959 -2.676115 -0.6 -0.5 -0.5 0.30
N 0.050280 -3.991651 2.531705 0.9 0.4 -0.4 -0.05
C -0.018570 -3.035131 1.535455 0.8 -0.7 1.0 -0.67
C 1.290610 -2.622751 1.272475 -1.1 -0.8 -1.7 0.47
C 2.195880 -3.388531 2.000195 -1.2 -0.9 1.6 -1.41
C 1.377480 -4.162141 2.790835 0.8 -1.6 1.2 -0.23
H -0.670690 -4.646881 2.798105 0.2 0.4 0.0 0.23
H -0.974070 -2.683291 1.175405 0.1 -1.0 0.8 0.45
H 1.568240 -1.844481 0.577045 -0.1 -1.5 0.1 0.40
H 3.270780 -3.406421 2.103465 -0.1 0.4 -0.3 0.36
H 1.678350 -4.838291 3.577415 0.0 -0.2 0.0 0.39
N 2.047180 1.639419 -2.019535 -1.6 -1.6 -0.5 0.03
C 1.575160 2.058829 -3.248155 1.3 1.8 0.7 -0.95
C 0.753530 3.122409 -2.971135 -1.2 0.0 1.1 -0.27
C 0.386320 3.033949 -1.538855 1.1 0.5 -1.9 -0.56
C 1.131720 2.014429 -1.024215 2.5 2.6 -1.2 -1.09
H 2.707570 0.875419 -2.002845 -0.5 -0.2 0.6 0.28
H 1.959290 1.600639 -4.147555 0.1 0.5 -0.1 0.36
H 0.405160 3.918639 -3.612265 -0.3 -0.4 -0.3 0.41
H -0.229120 3.758729 -1.026675 -0.2 -0.4 0.1 0.48
H 1.272780 1.567009 -0.051425 1.4 2.3 -2.0 2.02



Record 3
79
Properties=species:S:1:pos:R:3:forces:R:3:mulliken_charge:R:1 method="wB97M-V/def2-TZVPD" charge=0 orbital_gap_ha=0.2713
Ag -1.006178 -0.631602 -0.039886 0.7 0.0 0.2 -0.30
O 2.359644 0.346666 0.029901 -0.1 0.0 0.2 -0.10
C 2.659364 1.502468 -0.655388 0.0 -0.2 0.1 -0.54
C 3.934203 2.054640 -0.618106 0.0 0.1 -0.1 -0.39
C 4.176893 3.238539 -1.294054 0.1 0.0 0.0 -0.61
C 3.158005 3.873670 -1.994361 0.0 -0.1 0.0 -0.95
C 1.886701 3.328860 -1.980884 0.0 0.0 0.0 0.09
C 1.605745 2.142270 -1.299274 0.0 0.3 -0.1 0.46
P -0.101947 1.501495 -1.187397 -0.3 -0.3 -0.1 1.41
C -1.051844 2.876665 -0.458303 0.0 -0.1 0.1 0.54
C -2.441730 2.725994 -0.471098 0.0 0.0 0.0 -0.67
C -3.254035 3.660699 0.144984 0.0 0.1 0.0 -0.61
C -2.690895 4.750442 0.802633 0.0 -0.1 0.0 -0.56
C -1.313620 4.890947 0.841236 0.0 0.0 0.0 -0.69
C -0.494951 3.956652 0.213490 0.0 0.1 0.0 -0.38
C -0.653964 1.508642 -2.929991 0.1 0.1 0.0 0.84
C -0.542191 0.321004 -3.646291 0.0 -0.1 0.0 -0.56
C -0.928687 0.260703 -4.977326 0.0 0.0 0.0 -0.69
C -1.446675 1.385852 -5.601687 0.0 0.0 0.0 -0.50
C -1.578545 2.571675 -4.890926 0.0 -0.1 0.0 -0.82
C -1.183580 2.631216 -3.563001 0.0 0.1 0.0 -0.31
C 3.022314 -0.841871 -0.136822 0.0 0.3 -0.1 0.79
C 4.157995 -1.006632 -0.914282 0.0 -0.1 0.0 -0.91
C 4.775233 -2.251531 -0.945280 0.0 0.0 0.0 -0.76
C 4.271207 -3.315018 -0.215607 -0.1 0.1 0.0 -0.97
C 3.101821 -3.140977 0.513171 0.0 0.0 -0.1 -0.33
C 2.445527 -1.913745 0.546682 0.1 -0.4 0.0 -0.25
P 0.795301 -1.716293 1.293714 -0.4 0.1 -0.2 1.61
C 0.304431 -3.433653 1.676425 0.1 0.1 0.2 0.16
C -0.150663 -4.232461 0.628187 -0.1 0.0 -0.1 -0.19
C -0.570331 -5.529858 0.864768 0.0 0.0 0.0 -0.71
C -0.561517 -6.041862 2.157402 0.0 0.0 0.0 -0.53
C -0.131927 -5.247565 3.208026 0.0 0.0 0.0 -0.74
C 0.302292 -3.948506 2.968527 0.0 -0.1 0.0 -0.18
C 1.117072 -0.973042 2.919381 0.1 0.1 0.0 0.04
C 0.141685 -0.151111 3.475214 -0.1 0.0 0.0 -0.46
C 0.329358 0.412113 4.730379 0.0 0.0 0.0 -0.71
C 1.501083 0.168382 5.431339 0.0 0.0 0.0 -0.48
C 2.486654 -0.639561 4.876914 0.0 0.0 0.0 -0.72
C 2.294100 -1.207570 3.627090 0.1 0.0 0.0 -0.04
H 4.717239 1.568992 -0.053295 0.0 0.0 0.0 0.67
H 5.169099 3.670675 -1.268946 0.0 0.0 0.0 0.41
H 3.351396 4.791584 -2.532400 0.0 0.0 0.0 0.44
H 1.084274 3.834498 -2.504721 0.0 0.0 0.0 0.39
H -2.892049 1.864589 -0.954941 0.1 0.0 0.0 0.10
H -4.328228 3.529878 0.122090 0.0 0.0 0.0 0.46
H -3.325610 5.478874 1.290271 0.0 0.0 0.0 0.38
H -0.866125 5.728458 1.361080 0.0 0.0 0.0 0.42
H 0.579755 4.081824 0.255649 0.0 0.0 0.0 0.40
H -0.170383 -0.573567 -3.158903 0.0 0.0 0.0 0.29
H -0.843244 -0.672588 -5.518296 0.0 0.0 0.0 0.42
H -1.761703 1.336394 -6.636023 0.0 0.0 0.0 0.39
H -1.994887 3.449890 -5.367245 0.0 0.0 0.0 0.41
H -1.307651 3.556911 -3.013280 0.0 0.0 0.0 0.36
H 4.558060 -0.188671 -1.492858 0.0 0.0 0.0 0.62
H 5.664019 -2.382340 -1.549538 0.0 0.0 0.0 0.39
H 4.761643 -4.278421 -0.231646 0.0 0.0 0.0 0.44
H 2.668740 -3.984912 1.034719 0.0 0.0 0.0 0.48
H -0.199990 -3.833114 -0.378971 0.0 0.0 0.0 0.37
H -0.925812 -6.135105 0.041188 0.0 0.0 0.0 0.41
H -0.903673 -7.051553 2.343691 0.0 0.0 0.0 0.38
H -0.133795 -5.633107 4.219375 0.0 0.0 0.0 0.41
H 0.635442 -3.340119 3.798949 0.0 0.0 0.0 0.32
H -0.772061 0.048850 2.925740 0.0 0.0 0.0 0.45
H -0.438040 1.047064 5.153313 0.0 0.0 0.0 0.42
H 1.652007 0.611704 6.407193 0.0 0.0 0.0 0.39
H 3.405786 -0.826542 5.416990 0.0 0.0 0.0 0.41
H 3.069049 -1.832558 3.198415 0.0 0.0 0.0 0.44
C -4.757637 -0.145584 -1.696090 -0.1 0.0 -0.1 -1.34
C -4.092462 -0.509361 -0.369784 0.2 0.0 0.0 1.28
C -5.016549 -1.371318 0.484436 -0.1 0.0 0.0 -1.52
O -2.900413 -1.178071 -0.610305 -0.4 -0.1 -0.1 -0.93
H -5.672087 0.441896 -1.562363 0.0 0.0 0.0 0.29
H -5.012650 -1.058773 -2.240219 0.0 0.0 0.0 0.42
H -4.063765 0.425265 -2.318975 0.0 0.0 0.0 0.21
H -3.938863 0.440205 0.184684 0.0 -0.1 0.0 -0.19
H -5.264047 -2.288259 -0.056859 0.0 0.0 0.0 0.35
H -5.949412 -0.858388 0.739588 0.0 0.0 0.0 0.37
H -4.508720 -1.651941 1.408789 0.0 0.0 0.0 0.31



Record 4
11
Properties=species:S:1:pos:R:3:forces:R:3:mulliken_charge:R:1 method="wB97M-V/def2-TZVPD" charge=0 orbital_gap_ha=0.3293 de_lowest_ev=0.886 smiles="C=CN.O"
C -0.653534 -0.442094 -1.154124 0.2 0.0 0.0 -0.79
C -0.383252 0.800428 -0.749112 -0.7 -0.2 -0.1 0.06
N -0.315832 1.259691 0.539184 0.0 1.3 0.3 -0.44
H -0.879533 -1.199069 -0.422130 0.2 -0.3 0.0 0.24
H -0.667665 -0.705611 -2.199459 -0.2 0.1 0.0 0.25
H -0.411602 1.629871 -1.448580 0.5 -0.2 -0.3 0.26
H -0.004289 0.744247 1.342919 0.0 -0.7 -0.4 0.25
H -0.060644 2.231186 0.586514 0.0 0.0 0.2 0.20
H 1.725828 -1.160282 0.756945 0.0 0.2 -0.1 0.34
H 0.578016 -1.981319 1.284894 -0.1 0.0 0.1 0.31
O 1.072508 -1.177047 1.462948 0.2 -0.2 0.2 -0.67